{
  "formula": "C11H13MnN3O5P",
  "method": "ωB97M-V with the def2-TZVPD basis set",
  "multiplicity": 6,
  "lumo_energy_ev": [-2.474, -7.269],
  "total_energy_ev": -66919.7914,
  "total_charge": 1,
  "homo_energy_ev": [-7.94, -12.55],
  "symbols": ["O", "C", "Mn", "O", "C", "C", "O", "C", "O", "C", "O", "H", "C", "N", "C", "N", "C", "N", "C", "P", "C", "C", "H", "H", "H", "H", "H", "H", "H", "H", "H", "H", "H", "H"],
  "positions_angstrom": [[0.577687, -1.710964, -4.963589], [-0.166887, -1.830425, -4.070141], [-1.367346, -2.107685, -2.751899], [-2.291946, 0.677604, -3.324799], [-1.971607, -0.411905, -3.066905], [-2.511567, -2.433718, -1.320242], [-3.122326, -2.652745, -0.353450], [0.117971, -2.436986, -1.646773], [0.890763, -3.049112, -1.022404], [-2.057255, -3.490543, -3.731142], [-2.536071, -4.378660, -4.303625], [1.747507, -0.703884, -0.842759], [1.672139, 1.003695, 2.733025], [1.819579, 1.973624, 1.613800], [0.588325, 2.799459, 1.473455], [-0.641713, 1.988764, 1.304231], [-0.758202, 1.075093, 2.466712], [0.423741, 0.185223, 2.634161], [0.501711, -0.777665, 1.538130], [0.805629, 0.104574, -0.080814], [2.147366, 1.324306, 0.359658], [-0.682430, 1.285780, 0.011542], [1.633813, 1.589587, 3.667235], [2.535753, 0.319295, 2.731917], [0.707400, 3.435147, 0.583676], [0.468318, 3.379062, 2.404454], [-1.645302, 0.433917, 2.340752], [-0.834918, 1.719506, 3.362140], [1.324538, -1.475425, 1.730359], [-0.434537, -1.351997, 1.467426], [2.195625, 2.051948, -0.464710], [3.091244, 0.768612, 0.439071], [-1.613845, 0.701248, -0.089170], [-0.613147, 1.995254, -0.829329]],
  "forces_ev_per_a": [[-2.45, -0.21, 2.83], [3.64, 0.25, -3.97], [-2.07, -0.08, -0.48], [0.59, -2.55, 0.60], [-1.06, 4.31, -0.76], [-1.35, -0.99, 3.67], [1.39, 0.74, -2.90], [2.61, 0.77, 2.49], [-0.52, -1.01, -0.41], [-2.46, -4.20, -2.73], [1.56, 2.57, 1.66], [0.61, -0.58, 0.38], [-0.58, 0.12, -0.04], [-1.47, -0.72, -0.40], [0.01, 1.11, 0.40], [1.59, -1.10, 0.02], [-0.15, 0.05, 0.67], [-0.02, 1.03, -0.69], [0.11, 0.02, -0.39], [0.55, -1.58, -1.62], [-0.47, 0.64, 0.11], [-0.59, 1.49, 1.36], [0.03, -0.33, -0.33], [-0.32, 0.36, 0.07], [-0.04, -0.04, 0.51], [0.07, -0.08, -0.54], [0.29, 0.40, 0.16], [-0.12, -0.45, -0.37], [-0.16, 0.04, -0.18], [0.31, 0.13, 0.10], [0.27, -0.07, 0.35], [-0.30, 0.06, -0.06], [0.43, 0.05, 0.15], [0.06, -0.17, 0.35]],
  "nbo_charge": [-0.44, 0.64, -0.34, -0.44, 0.51, 0.61, -0.45, 0.26, -0.51, 0.57, -0.39, -0.05, -0.10, -0.28, -0.11, -0.19, -0.10, -0.39, -0.54, 0.92, -0.55, -0.58, 0.23, 0.24, 0.23, 0.23, 0.23, 0.23, 0.27, 0.25, 0.25, 0.28, 0.26, 0.25]
}

---

{
  "formula": "C4H8N2OS",
  "method": "ωB97M-V with the def2-TZVPD basis set",
  "smiles": "CO/C=C\\NC(N)=S",
  "lumo_energy_ev": 0.614,
  "total_energy_ev": -20139.7935,
  "total_charge": 0,
  "homo_energy_ev": -7.83,
  "symbols": ["C", "C", "C", "C", "H", "H", "H", "H", "H", "H", "H", "H", "N", "N", "O", "S"],
  "positions_angstrom": [[1.934258, -1.012287, 1.502695], [0.375654, -1.178112, -0.288931], [-0.494535, -0.753739, -1.245691], [-1.384493, 1.588074, -0.730577], [2.619124, -1.572052, 0.908685], [1.575408, -1.569067, 2.378093], [2.470228, -0.084438, 1.906855], [0.630757, -2.236124, -0.239384], [-0.835783, -1.419159, -2.051421], [-1.144969, 0.759637, -2.498927], [-1.628328, 2.247194, 1.107136], [-0.699198, 0.746135, 0.983789], [-0.973216, 0.547054, -1.509081], [-1.327065, 1.429854, 0.594364], [0.874833, -0.434695, 0.719912], [-1.992675, 2.941722, -1.537518]],
  "forces_ev_per_a": [[0.07, 2.54, 1.15], [-1.25, -0.65, -1.13], [0.75, 0.03, 0.44], [-0.14, -0.10, -0.95], [0.38, -0.52, -0.52], [-0.18, -0.08, -0.45], [-0.53, -1.45, -0.51], [-0.08, 0.13, -0.22], [0.46, -0.12, 0.80], [0.14, -0.21, 0.78], [0.25, -0.34, 0.15], [0.04, 0.04, 0.29], [0.10, 0.17, -0.72], [-0.28, 0.52, -0.01], [0.16, 0.26, 0.30], [0.10, -0.21, 0.59]],
  "nbo_charge": [-0.25, 0.08, -0.11, 0.31, 0.19, 0.19, 0.20, 0.18, 0.22, 0.43, 0.42, 0.42, -0.62, -0.80, -0.54, -0.32]
}

---

{
  "formula": "C5H13N2",
  "method": "ωB97M-V with the def2-TZVPD basis set",
  "smiles": "C[C@@H](N)C/C=C/[NH3+]",
  "lumo_energy_ev": -3.633,
  "total_energy_ev": -8368.8094,
  "total_charge": 1,
  "homo_energy_ev": -12.52,
  "symbols": ["C", "C", "C", "C", "C", "N", "N", "H", "H", "H", "H", "H", "H", "H", "H", "H", "H", "H", "H", "H"],
  "positions_angstrom": [[-0.505639, 0.753687, -2.654887], [-0.217302, -0.017884, -1.365178], [-0.305757, 0.918159, -0.139267], [0.324905, 0.289018, 1.058558], [-0.428547, -0.330338, 1.939930], [0.208448, -0.981579, 3.118171], [1.066628, -0.709801, -1.368755], [0.071127, 1.657656, -2.684430], [-0.249920, 0.158983, -3.526185], [-1.550533, 1.071161, -2.690240], [-0.999365, -0.769617, -1.234222], [0.104435, 1.899391, -0.392685], [-1.366375, 1.114625, 0.024805], [1.400211, 0.213787, 1.084873], [-1.501212, -0.248956, 2.035794], [1.155786, -1.330224, 2.968663], [0.211768, -0.318688, 3.900165], [-0.337759, -1.759912, 3.503917], [1.097792, -1.524419, -1.961475], [1.821309, -0.085047, -1.617551]],
  "forces_ev_per_a": [[-0.46, -0.18, 0.46], [0.11, -0.06, -0.39], [-0.40, 0.28, -0.45], [-0.43, -0.23, -0.67], [0.23, 0.26, 0.62], [-0.60, -0.05, 0.90], [0.11, 0.08, 0.63], [0.54, 0.51, -0.08], [-0.18, -0.10, -0.09], [-0.01, -0.16, -0.16], [0.13, -0.15, 0.03], [0.41, -0.14, 0.21], [-0.03, -0.04, 0.23], [0.19, 0.03, 0.09], [-0.01, -0.23, -0.12], [0.06, 0.18, -0.24], [0.38, 0.09, -0.07], [-0.01, -0.12, -0.49], [-0.10, 0.07, -0.20], [0.08, -0.01, -0.21]],
  "nbo_charge": [-0.62, -0.03, -0.46, -0.07, -0.12, -0.68, -0.86, 0.21, 0.23, 0.22, 0.19, 0.24, 0.23, 0.23, 0.23, 0.45, 0.44, 0.45, 0.38, 0.36]
}

---

{
  "formula": "C22H30N2O3",
  "method": "ωB97M-V with the def2-TZVPD basis set",
  "smiles": "COc1cc(CN2CCN(Cc3ccc(C)cc3)[C@H](CCO)C2)ccc1O",
  "lumo_energy_ev": 0.565,
  "total_energy_ev": -32406.1499,
  "total_charge": 0,
  "homo_energy_ev": -7.84,
  "symbols": ["C", "H", "O", "C", "C", "C", "C", "C", "C", "O", "H", "H", "H", "C", "N", "C", "H", "C", "N", "C", "C", "H", "H", "H", "H", "C", "C", "C", "C", "C", "C", "C", "H", "H", "C", "H", "H", "H", "H", "H", "H", "H", "C", "H", "H", "C", "O", "H", "H", "H", "H", "H", "H", "H", "H", "H", "H"],
  "positions_angstrom": [[-4.029290, 4.664976, -3.252450], [-4.825595, 4.490180, -2.652490], [-3.053820, 5.366713, -2.765816], [-2.234977, 4.650361, -1.715688], [-2.330098, 3.368653, -1.371508], [-1.692431, 2.728168, -0.146154], [-0.652923, 3.462963, 0.565533], [-0.451016, 4.699734, -0.183006], [-1.193504, 5.249182, -1.167151], [-0.902239, 6.638157, -1.516719], [-1.723449, 6.683219, -2.212280], [0.297289, 5.176024, 0.289646], [0.010749, 3.084130, 1.070248], [-2.170952, 1.332851, 0.269384], [-0.802036, 0.552512, 0.322850], [-0.147904, 0.310182, -0.672581], [-0.640334, -0.221201, -1.405838], [1.247301, -0.292393, -0.459201], [0.994378, -1.480687, 0.124265], [0.215961, -1.357856, 1.523073], [-1.031469, -0.739505, 1.043682], [-1.792291, -1.479017, 0.675063], [-1.709137, -0.531908, 2.094666], [0.756257, -0.739503, 2.281315], [0.039235, -2.416923, 1.628243], [0.696304, -2.633306, -0.586855], [1.133162, -3.877397, 0.271730], [-0.232543, -4.838908, 0.493897], [0.167710, -5.994836, 1.432053], [1.415962, -6.225998, 1.807017], [2.369645, -5.471484, 1.353507], [2.311723, -4.326244, 0.577058], [3.022816, -3.618527, 0.450064], [3.588352, -5.645926, 1.766569], [1.732290, -7.530754, 2.564802], [2.146298, -8.214819, 2.002442], [0.767456, -8.079078, 2.549696], [2.025415, -7.235455, 3.750336], [-0.733603, -6.634976, 1.546388], [-1.186128, -4.704441, 0.327901], [1.391129, -2.585324, -1.290839], [-0.383854, -2.780777, -0.651040], [2.210152, 0.647546, 0.181713], [2.337939, 1.620578, -0.442373], [1.739810, 0.874896, 1.036440], [3.568458, 0.314187, 0.258991], [3.685187, -0.762013, 1.281025], [2.953771, -1.293988, 1.079113], [3.866792, -0.229391, -0.797807], [4.201458, 0.799528, 0.729200], [1.607256, -0.564593, -1.585230], [-0.071487, 1.289792, -1.393268], [-2.665302, 1.526582, 1.075229], [-2.739884, 0.950706, -0.356766], [-3.322086, 2.884802, -1.613237], [-3.807760, 3.736583, -3.659749], [-4.295392, 5.298077, -4.103200]],
  "forces_ev_per_a": [[-2.06, 0.24, -4.31], [-2.74, -0.10, 2.30], [6.59, 0.55, 5.51], [-2.38, 0.56, -3.55], [-2.88, -4.37, 3.84], [0.01, 1.99, -1.59], [-9.58, 3.93, -11.29], [-0.71, -3.40, 2.60], [3.07, 5.63, 0.94], [-3.83, -2.65, -2.30], [3.05, 0.96, 2.03], [2.65, 2.63, 0.69], [6.49, -3.75, 6.05], [10.95, 3.59, -0.77], [-9.53, 0.85, 13.88], [7.21, 3.44, -12.86], [-1.21, -2.63, -2.07], [-0.31, 1.55, -5.95], [1.60, -1.26, 6.70], [1.34, -0.14, -3.82], [-4.05, 1.51, 4.83], [0.97, 0.56, -1.08], [1.81, 0.12, -2.48], [-0.26, -0.99, -0.66], [0.14, -0.09, 1.56], [-1.19, -2.14, 5.00], [-10.30, -1.25, -2.79], [12.15, -2.20, 5.00], [-6.99, 4.14, -5.24], [0.67, -4.35, 1.96], [8.88, 1.88, 0.81], [-0.86, -1.59, 1.65], [3.13, 1.41, -0.43], [-3.74, -0.02, -1.19], [-4.11, 4.48, 5.09], [4.12, -3.01, -2.42], [-0.12, 0.60, 1.05], [-0.30, -1.50, -3.54], [1.10, 0.01, 0.70], [-4.68, 1.22, -1.33], [1.78, -0.24, -4.58], [0.04, 0.04, -1.56], [-0.98, 3.34, -4.22], [-1.33, -1.16, 0.66], [-1.02, 1.43, 3.70], [-2.15, -10.28, -3.71], [1.36, 0.57, -0.06], [-1.71, -1.79, -0.13], [-0.05, 1.87, 2.28], [5.92, 6.48, 2.71], [-0.49, 0.79, 2.27], [0.42, -1.34, 1.76], [-2.21, -0.03, 5.84], [-5.23, -3.68, -6.19], [1.39, 0.01, -0.24], [1.11, -2.01, -0.87], [-0.95, -0.38, -0.17]],
  "nbo_charge": [-0.23, 0.16, -0.50, 0.19, -0.29, 0.04, -0.16, -0.24, 0.28, -0.69, 0.49, 0.21, 0.19, -0.21, -0.46, -0.20, 0.13, 0.01, -0.50, -0.26, -0.25, 0.19, 0.19, 0.23, 0.24, -0.25, 0.07, -0.22, -0.17, -0.13, -0.10, -0.31, 0.22, 0.19, -0.60, 0.21, 0.21, 0.22, 0.21, 0.18, 0.22, 0.18, -0.46, 0.22, 0.22, -0.03, -0.75, 0.46, 0.14, 0.19, 0.19, 0.18, 0.21, 0.17, 0.21, 0.16, 0.19]
}